The following is a quantum chemistry calculation of 22 unconnected molecules or ions with the total composition C56H168N28O22, from the OMol25 dataset.

Each line ends with the Mulliken charge.
CARTESIAN COORDINATES (ANGSTROEM)
O: 3.8672 2.3029 -0.5239  1.861
H: 4.6866 2.5701 -0.9405  -0.512
H: 3.2972 3.0678 -0.6033  -0.350
O: -0.9995 -4.6293 -0.1366  -0.265
H: -0.4237 -5.3359 0.1556  0.206
H: -1.8717 -5.0233 -0.1566  0.030
C: 0.6638 -4.4025 -3.5344  -0.346
C: -0.6182 -5.2571 -3.6536  0.454
C: -1.7413 -4.2523 -3.3221  -0.509
O: -1.8734 -3.2151 -4.2395  -0.089
C: -2.8433 -2.3039 -3.9515  -0.554
N: -0.7857 -5.5877 -5.0250  -0.936
H: 1.1127 -4.3515 -2.5424  -0.289
H: 0.5404 -3.3207 -3.5851  -0.163
H: 1.5258 -4.8757 -4.0046  0.203
H: -0.5599 -6.1814 -3.0788  0.625
H: -1.6309 -3.8356 -2.3209  0.560
H: -2.6850 -4.7899 -3.2296  -0.093
H: -3.1389 -1.5382 -4.6687  0.259
H: -2.4049 -1.6993 -3.1575  -0.039
H: -3.7350 -2.8084 -3.5797  0.311
H: 0.1022 -5.2337 -5.3511  0.058
H: -1.3725 -4.7810 -5.1833  0.434
C: 0.3282 1.3339 6.3704  -2.077
C: 0.4652 -0.2234 6.4812  1.856
C: 1.5789 -0.9174 5.6504  -0.823
O: 1.3204 -0.7419 4.2505  0.142
C: 2.1396 -1.4513 3.3241  -1.132
N: 0.8232 -0.4366 7.8704  -0.760
H: -0.3538 1.8825 7.0199  0.527
H: 0.0212 1.6460 5.3721  0.038
H: 1.3573 1.6918 6.4035  0.612
H: -0.5045 -0.6259 6.1882  -0.803
H: 1.4372 -1.9569 5.9463  0.121
H: 2.5137 -0.4544 5.9663  0.494
H: 3.1651 -1.2135 3.6067  0.419
H: 2.0577 -1.0956 2.2970  -0.115
H: 2.0394 -2.5345 3.3921  0.458
H: 1.8305 -0.3820 7.9201  0.374
H: 0.5400 0.4661 8.2241  0.409
C: -4.8619 -3.9261 1.4950  -0.993
C: -4.8391 -5.2834 0.8195  0.053
C: -5.2065 -5.1365 -0.6267  -0.355
O: -5.2983 -6.3120 -1.3092  -0.356
C: -5.5055 -6.1511 -2.6744  -0.526
N: -3.6024 -5.9956 1.0706  -0.394
H: -4.8196 -4.0971 2.5706  0.314
H: -5.8569 -3.4884 1.4144  0.453
H: -4.0798 -3.2922 1.0770  0.009
H: -5.7142 -5.7536 1.2680  0.408
H: -4.4718 -4.4169 -0.9879  -0.092
H: -6.1797 -4.6717 -0.7846  0.507
H: -6.4637 -5.6842 -2.9027  0.364
H: -5.4142 -7.1003 -3.2024  0.272
H: -4.8195 -5.4293 -3.1176  0.038
H: -3.7810 -6.9860 0.9850  0.292
H: -3.4017 -5.9252 2.0579  0.113
C: 2.0985 -2.8505 -6.4917  -1.713
C: 2.1073 -4.2374 -6.9644  0.933
C: 1.1424 -4.4497 -8.1310  -1.505
O: -0.1443 -3.8908 -7.7952  -0.080
C: -1.2036 -4.4783 -8.5311  -0.909
N: 3.4570 -4.5008 -7.3212  -0.683
H: 2.2576 -2.2263 -7.3710  0.398
H: 2.7600 -2.7357 -5.6329  0.656
H: 1.1198 -2.5741 -6.0995  0.359
H: 1.8810 -4.9541 -6.1750  0.185
H: 1.0649 -5.5024 -8.4031  0.509
H: 1.5595 -3.9872 -9.0255  0.398
H: -2.1273 -4.4933 -7.9525  0.200
H: -1.0556 -5.5377 -8.7402  0.369
H: -1.5999 -3.9075 -9.3709  0.327
H: 3.6018 -5.4617 -7.5961  0.334
H: 3.9961 -4.2886 -6.4939  0.214
C: -4.3424 2.4567 -2.6433  -1.682
C: -3.9559 3.9232 -3.0753  0.844
C: -5.0017 5.0509 -2.9900  -0.910
O: -4.3345 6.1411 -3.5644  -0.310
C: -5.0900 7.2955 -3.7385  -0.854
N: -2.8436 4.1691 -2.1643  0.263
H: -3.4740 1.8033 -2.7279  0.301
H: -5.1320 2.0443 -3.2715  0.533
H: -4.7583 2.4891 -1.6363  0.276
H: -3.4898 3.7682 -4.0484  -0.012
H: -5.3887 5.2347 -1.9877  0.320
H: -5.7306 4.7703 -3.7503  0.612
H: -4.7799 7.7935 -4.6572  0.243
H: -4.9444 8.0331 -2.9493  0.303
H: -6.1747 7.1882 -3.7381  0.355
H: -3.0506 3.7335 -1.2769  -0.492
H: -2.8755 5.1402 -1.8887  0.299
C: -0.1125 -3.9557 5.1067  -1.072
C: -0.5126 -5.2234 4.3336  0.374
C: -0.7154 -6.4241 5.2286  -1.023
O: 0.5341 -6.8926 5.6781  -0.346
C: 0.4449 -7.9599 6.6294  -0.804
N: -1.7440 -5.0335 3.5648  -0.263
H: 0.0412 -3.1712 4.3658  -0.123
H: 0.8448 -4.0266 5.6231  0.735
H: -0.8290 -3.6478 5.8683  0.317
H: 0.3194 -5.4746 3.6757  0.310
H: -1.2477 -7.2547 4.7650  0.474
H: -1.2869 -6.1262 6.1076  0.415
H: 1.4730 -8.2469 6.8502  0.268
H: -0.1141 -8.8512 6.3447  0.292
H: 0.1080 -7.5497 7.5815  0.330
H: -2.4490 -4.5759 4.1249  0.421
H: -1.5896 -4.3348 2.8519  -0.181
C: -2.8290 2.9584 5.4067  -1.224
C: -4.2034 3.3318 4.9512  0.562
C: -4.7513 2.3738 3.7905  -0.648
O: -4.3236 2.8217 2.4875  -0.707
C: -5.0935 3.7007 1.7689  -0.856
N: -5.0006 3.1145 6.1606  -0.545
H: -2.1870 2.9217 4.5266  -0.315
H: -2.8049 1.9290 5.7642  0.145
H: -2.3293 3.6010 6.1316  0.849
H: -4.1752 4.3656 4.6068  0.430
H: -5.8343 2.4938 3.8201  0.636
H: -4.4742 1.3281 3.9241  -0.415
H: -4.3863 4.4024 1.3268  0.107
H: -5.8299 4.2429 2.3622  0.478
H: -5.5641 3.1634 0.9455  0.212
H: -4.4886 3.4413 6.9675  0.248
H: -5.8139 3.6586 5.9104  0.264
C: 0.3329 -1.0475 -1.4740  0.468
C: 0.0674 -0.1809 -0.1637  2.131
C: -0.2019 1.3362 -0.2390  -1.992
O: -0.1482 2.1285 0.9940  1.598
C: 1.0410 2.0134 1.7297  -0.203
N: -0.9610 -0.8272 0.6722  0.215
H: 1.1231 -0.7071 -2.1432  -0.280
H: -0.6598 -1.3460 -1.8109  -0.172
H: 0.8098 -1.9616 -1.1201  -0.453
H: 0.9549 -0.2559 0.4645  -0.840
H: -1.1642 1.4212 -0.7437  -0.003
H: 0.5605 1.7124 -0.9212  0.802
H: 1.2286 1.1533 2.3725  -0.599
H: 1.2364 2.8838 2.3560  -0.009
H: 1.9030 1.8479 1.0834  0.055
H: -0.8223 -0.4718 1.6073  -0.415
H: -0.7199 -1.8047 0.7524  0.034
C: 5.5689 -0.8976 -0.2480  -1.537
C: 4.9362 -1.4424 -1.6232  -0.603
C: 3.6097 -2.1845 -1.3145  1.701
O: 3.8950 -3.3240 -0.5475  -0.614
C: 2.7768 -3.8634 0.2218  -0.157
N: 4.6251 -0.1515 -2.1730  -0.262
H: 6.5569 -0.5059 -0.4901  0.459
H: 5.7213 -1.7063 0.4668  0.434
H: 4.9872 -0.1582 0.3024  0.384
H: 5.6462 -1.9920 -2.2412  0.708
H: 2.9696 -2.3582 -2.1795  -0.120
H: 3.1013 -1.4966 -0.6388  -0.913
H: 1.8503 -3.8632 -0.3524  -0.275
H: 2.5723 -3.2182 1.0762  -0.003
H: 3.1675 -4.8372 0.5170  0.474
H: 5.5321 0.2705 -2.3126  0.261
H: 4.0997 0.3680 -1.4845  -0.306
C: -2.9908 -1.5405 3.2254  -0.090
C: -3.0881 -1.8035 4.7844  2.640
C: -3.9863 -0.7561 5.3717  0.261
O: -4.1273 -1.0749 6.7381  -0.419
C: -4.8269 -0.1888 7.5567  -0.709
N: -3.6197 -3.1411 4.9667  -0.606
H: -2.7828 -0.4751 3.1264  0.080
H: -3.8422 -1.7946 2.5940  0.019
H: -2.1628 -2.1743 2.9078  0.055
H: -2.0632 -1.9071 5.1408  -2.072
H: -4.8441 -0.7976 4.7005  0.624
H: -3.4939 0.2158 5.3372  -0.982
H: -4.6565 -0.4314 8.6056  0.325
H: -5.9143 -0.2624 7.5447  0.317
H: -4.6284 0.8553 7.3149  0.142
H: -4.5215 -3.0400 4.5232  0.355
H: -4.0277 -3.1678 5.8902  0.254
C: 3.2292 4.4334 5.6674  -1.259
C: 2.9858 5.8876 5.1701  0.362
C: 2.7090 5.9819 3.6216  0.338
O: 3.8376 5.9993 2.8091  -0.494
C: 4.2594 4.7155 2.3426  -0.205
N: 1.7571 6.3842 5.7591  -0.742
H: 4.1607 4.0137 5.2877  0.362
H: 2.3852 3.7512 5.7696  0.053
H: 3.6828 4.4915 6.6569  0.489
H: 3.8886 6.4619 5.3777  0.304
H: 2.1312 6.8442 3.2891  0.418
H: 1.9464 5.2415 3.3800  -0.522
H: 4.8916 4.8364 1.4630  0.218
H: 3.4756 4.0305 2.0193  -0.152
H: 4.9085 4.2294 3.0709  0.298
H: 1.5115 7.3045 5.4231  0.328
H: 1.0759 5.7128 5.4349  0.194
C: -1.5236 0.2934 -6.8762  -1.404
C: -0.6614 1.5580 -6.7560  1.479
C: 0.8573 1.4001 -6.5139  -0.899
O: 1.0043 0.9652 -5.2163  0.020
C: 2.2729 0.3734 -4.8630  -0.295
N: -0.9104 2.4953 -7.8106  -0.777
H: -1.2444 -0.2742 -7.7639  0.357
H: -2.5787 0.5401 -6.9945  0.460
H: -1.3835 -0.2815 -5.9609  0.048
H: -1.2126 2.0951 -5.9842  -0.563
H: 1.2845 2.3965 -6.6265  0.197
H: 1.3033 0.8039 -7.3100  0.489
H: 2.4202 -0.4596 -5.5504  0.010
H: 2.2275 -0.0662 -3.8666  -0.266
H: 3.1009 1.0647 -5.0205  0.391
H: -0.5799 3.3528 -7.3916  0.304
H: -0.2972 2.2704 -8.5810  0.280
C: 4.9240 0.8075 3.6835  0.212
O: 4.8550 0.3295 4.7971  -0.741
N: 3.9114 1.3016 2.9765  1.343
N: 6.0144 0.7240 3.0277  -0.121
H: 3.9418 1.6919 2.0455  -0.470
H: 3.0259 1.3388 3.4608  -0.481
H: 6.0090 1.2784 2.1834  -0.137
H: 6.7069 0.1104 3.4328  0.257
C: 1.4402 5.0078 -0.8061  -0.081
O: 2.4871 4.5668 -0.3535  -0.768
N: 1.2390 6.2063 -1.1197  -0.429
N: 0.3011 4.4830 -0.6281  1.043
H: 2.0749 6.7605 -1.0010  0.341
H: 0.8598 6.2291 -2.0556  0.163
H: 0.1363 3.5828 -0.2009  -0.579
H: -0.4291 4.9387 -1.1567  -0.147
C: -4.4077 0.4325 0.1965  0.209
O: -5.6203 0.6807 0.3132  -0.795
N: -3.4040 0.9637 0.8083  1.351
N: -3.8758 -0.3981 -0.6296  0.463
H: -2.4988 0.5403 0.6615  -0.201
H: -3.5217 1.7050 1.4841  -0.444
H: -4.4395 -0.8333 -1.3457  0.126
H: -2.8797 -0.4997 -0.4964  -0.244
C: -0.9287 5.5467 3.5553  0.744
O: -0.5017 5.0815 4.5517  -0.759
N: -1.3403 6.7468 3.3852  -0.384
N: -1.2122 4.8234 2.4950  0.436
H: -1.8472 7.0272 2.5579  0.125
H: -0.9536 7.4252 4.0258  0.293
H: -1.5475 5.3266 1.6860  0.055
H: -0.8113 3.9016 2.3963  -0.679
C: 0.2653 4.0877 -4.0419  0.033
O: 1.3365 4.3053 -4.4941  -0.764
N: -0.1300 2.9350 -3.4948  1.613
N: -0.6831 4.9503 -3.8686  -0.005
H: 0.4527 2.1738 -3.8127  -0.600
H: -1.1355 2.9078 -3.4031  -0.193
H: -1.4881 4.6617 -3.3312  -0.302
H: -0.5081 5.9113 -4.1254  0.301
C: 7.4475 2.7880 0.0694  0.545
O: 6.5097 2.9420 0.8722  -0.508
N: 8.7019 2.7461 0.4777  -0.471
N: 7.2842 2.7569 -1.2510  -0.101
H: 8.8903 3.0671 1.4166  0.263
H: 9.4573 2.3220 -0.0415  0.156
H: 6.4128 3.0003 -1.6999  -0.108
H: 8.0140 2.7066 -1.9473  0.185
C: 5.2555 -4.8465 -3.5254  0.574
O: 6.1180 -4.0852 -3.1965  -0.703
N: 5.2966 -5.5274 -4.6566  -0.386
N: 4.1116 -4.9863 -2.9194  -0.300
H: 4.5585 -6.1891 -4.8501  0.160
H: 6.2295 -5.6385 -5.0276  0.240
H: 3.4083 -5.6022 -3.3015  0.143
H: 4.0400 -4.4322 -2.0780  0.432
C: 4.8743 3.7707 -4.2229  0.649
O: 5.9830 3.4281 -3.9784  -0.775
N: 3.8219 3.1053 -3.8536  0.132
N: 4.4648 4.9049 -4.6345  -0.366
H: 2.8843 3.3215 -4.1604  0.167
H: 3.9526 2.2725 -3.2972  -0.230
H: 3.5213 5.1304 -4.9160  0.191
H: 5.2299 5.4743 -4.9670  0.215

Cartesian forces, eV/Å:
0.13 -1.23 -0.02
0.22 0.05 0.28
-0.56 0.91 0.15
0.59 0.63 -0.19
0.07 -0.22 0.15
-0.68 -0.39 0.38
1.09 -0.53 2.36
0.97 2.16 1.42
-1.13 -1.06 2.68
1.61 -0.92 -2.64
-0.64 1.09 2.00
-0.05 0.37 -1.06
-0.48 -0.68 0.97
-0.14 -0.09 -1.51
-0.21 0.54 -1.00
-0.38 0.45 0.75
0.49 0.12 0.22
-0.42 -0.26 -0.36
0.45 -0.75 -0.95
-0.50 0.36 0.73
-0.35 0.08 0.07
-0.08 -0.52 -1.43
-0.42 -0.23 -2.25
1.01 -0.56 -2.50
-0.17 1.51 -0.79
-1.62 0.93 -0.31
-0.65 0.17 -0.43
1.27 0.30 1.43
-0.51 -0.17 0.47
0.16 -0.56 0.54
-0.21 -0.12 -0.32
0.02 0.48 0.58
-0.05 -0.55 0.34
0.72 -0.19 -0.11
0.48 -0.36 -0.35
0.37 -0.26 -0.14
-0.69 0.13 0.11
-0.38 -0.14 -0.07
0.36 -0.22 0.17
0.01 -0.31 1.24
-0.29 -0.39 0.03
-1.91 -0.09 0.71
-0.07 1.53 0.16
0.94 -2.00 -0.33
-0.09 0.53 -0.74
-0.07 -0.15 -0.25
0.83 0.18 0.06
0.08 0.31 -0.60
-0.04 0.27 0.38
-0.06 -0.79 0.27
0.51 -0.02 -0.98
-0.25 0.70 0.68
-0.60 -0.24 0.19
-0.04 0.02 0.27
0.61 -0.08 0.02
0.05 -0.28 -0.58
0.53 0.44 0.34
-1.53 1.06 0.78
-0.85 -1.30 -0.15
-0.19 0.41 0.07
0.36 -0.83 -0.57
-1.20 -0.07 0.68
1.24 -0.16 -1.07
0.61 0.39 0.35
0.51 0.34 -0.37
-0.21 -0.01 -0.06
-0.84 0.11 0.33
-0.22 -0.30 0.31
0.04 0.47 -0.12
0.20 0.09 0.91
0.41 0.09 -0.43
1.02 0.09 -0.69
0.18 -0.14 0.09
0.57 -0.27 -0.15
-1.30 1.23 -0.78
0.23 -2.31 1.50
0.78 -1.60 -2.16
0.64 0.50 0.38
-0.34 1.39 0.06
0.44 1.04 0.91
0.02 0.14 0.23
0.00 -0.04 -0.13
0.22 -0.29 0.21
-0.60 0.86 -0.53
-0.10 -0.10 0.06
-0.99 -0.09 0.59
-0.06 -0.19 -0.12
0.41 -0.01 0.39
-0.11 -0.70 -0.35
0.11 -0.60 0.20
0.27 0.67 -0.26
0.51 -0.19 -0.19
-0.23 0.15 0.39
0.14 -0.29 0.84
0.40 -0.90 0.15
1.03 1.14 0.29
0.23 -0.15 -0.51
-0.29 0.33 0.08
0.10 -0.46 0.01
-0.30 -0.04 -0.20
-0.07 -0.04 -0.32
-0.19 0.14 -0.48
-0.44 0.16 0.21
0.05 -0.18 -0.31
-0.27 0.22 -0.36
-0.61 -0.11 0.10
-0.24 0.00 0.63
0.27 -0.03 -0.47
1.57 -0.81 -1.51
0.77 -1.76 0.37
-0.08 2.25 0.26
1.14 -1.16 2.11
-0.23 0.58 -0.86
-0.97 0.17 -1.67
0.39 0.21 -0.01
-0.20 0.09 0.35
-0.35 0.22 -0.02
-0.33 0.16 -0.27
-0.23 -0.42 0.06
0.04 0.28 -0.08
-0.13 0.47 -0.06
-0.06 0.01 0.08
-0.44 -0.04 -0.01
-0.39 0.43 0.05
-0.66 0.11 1.41
-0.31 0.50 2.23
1.32 -0.29 1.11
0.69 -0.88 -0.84
-1.12 -1.34 -0.71
1.97 -0.55 -0.05
-0.19 0.12 -0.68
-0.79 0.71 -0.39
0.28 0.23 -0.95
-0.33 -0.23 0.35
0.79 0.07 -0.42
-0.25 0.79 0.44
0.12 0.29 -0.07
-1.40 -0.47 0.39
-0.37 0.28 -0.27
0.14 0.75 -0.62
-0.22 0.15 0.40
-0.21 -0.46 -0.12
0.63 -2.80 -0.05
-0.37 1.28 2.96
1.11 1.16 0.90
-0.76 -1.11 0.11
1.31 0.90 -0.69
-0.87 0.08 -2.63
-0.02 0.23 0.08
0.25 -0.20 0.15
-0.33 0.14 -0.59
-0.18 -0.12 0.19
0.09 -0.30 -0.32
-0.52 0.40 -0.05
0.01 -0.51 -0.30
0.23 -0.03 0.27
-0.64 -0.02 0.15
-0.20 0.69 -0.13
0.19 0.43 -0.03
0.69 -0.09 1.58
0.57 -0.53 -2.24
1.56 0.05 0.83
-0.56 -0.77 -0.06
-0.82 0.59 0.56
-1.65 0.01 0.19
0.29 -0.05 -0.44
-0.28 0.06 0.52
0.14 0.34 -0.39
-0.01 0.99 0.36
-0.91 0.33 0.57
-0.20 0.14 -0.38
0.81 0.10 -0.07
-0.39 -0.35 -0.83
0.36 0.05 0.16
-0.48 -0.63 -1.04
0.74 -0.27 1.07
1.52 1.02 0.89
-0.71 -0.60 -1.78
0.07 -0.04 0.49
0.18 -1.15 -0.90
1.06 0.20 -0.20
0.49 -0.29 1.29
-0.54 -0.47 -1.34
0.00 0.14 -0.63
-0.78 0.47 0.80
-0.18 0.28 0.23
0.22 0.92 0.83
0.33 -1.06 -0.23
-0.10 0.34 -0.01
-0.46 0.29 0.29
-0.18 -0.17 0.25
0.04 0.01 -0.15
-0.69 0.36 0.27
0.89 0.07 -0.30
-1.36 -0.26 0.45
-1.56 0.93 -0.21
0.90 -1.13 1.66
-0.47 -0.46 -1.31
0.09 0.27 -0.93
0.12 -0.36 0.10
0.07 0.25 0.13
-0.01 -0.35 -0.18
0.92 -0.16 1.17
0.25 0.30 0.01
0.13 -0.69 0.15
0.20 -0.13 -0.02
0.02 0.56 0.02
-0.08 0.07 0.39
0.04 0.60 -0.70
0.05 0.26 -0.51
-1.42 -0.99 1.39
-1.29 -0.38 1.95
-2.93 1.04 -0.11
3.54 0.19 -2.46
0.43 -0.06 0.07
0.18 0.16 -0.03
1.38 -0.34 -0.34
0.26 0.59 -0.57
3.34 -4.08 4.42
1.22 -0.60 -0.19
1.05 8.68 -3.71
-5.41 -4.12 -0.09
0.11 0.24 -0.54
-0.17 0.91 -0.20
0.12 0.00 -0.30
-0.41 -0.56 0.54
-3.65 1.09 0.45
0.63 0.14 0.00
2.70 3.19 3.29
0.28 -3.92 -4.04
-0.11 0.41 0.56
-0.09 -0.14 0.25
0.42 -0.21 0.26
-0.18 -1.05 -0.98
-0.92 -2.28 -1.25
2.07 -1.36 3.56
-1.00 5.85 0.47
-0.43 -2.27 -2.88
0.43 0.26 0.42
-0.54 0.21 -0.21
0.42 -0.76 -0.15
-0.33 0.13 -0.17
-1.33 -1.69 1.81
3.87 0.90 -2.08
0.52 -1.60 0.23
-2.04 4.22 -0.41
-0.68 -0.76 -0.05
0.28 -1.10 0.23
-0.23 0.51 0.12
-0.36 -0.18 -0.04
-2.20 0.83 0.86
0.50 -0.17 -0.69
2.73 -0.27 1.25
-0.73 -0.39 -2.31
-0.11 -0.43 -0.15
-0.27 0.32 0.01
0.03 -0.08 0.25
0.19 0.11 0.52
0.08 0.62 -0.74
2.03 1.23 1.02
0.88 -1.64 -2.73
-2.46 -0.18 1.89
0.64 -0.12 -0.22
-0.38 -0.25 -0.32
0.04 0.36 0.67
-0.66 -0.23 0.41
-1.94 -1.53 1.85
4.33 -0.84 0.41
-2.86 -4.35 1.61
0.89 6.35 -3.30
0.03 0.19 0.20
-0.04 -0.09 -0.29
0.20 -0.24 0.21
-0.45 0.43 -0.25

E_tot: -147557.2351 eV
HOMO level: -7.973 eV
Kohn-Sham gap: 7.73 eV
2S+1: 1
LUMO level: -0.24 eV